The following is a DFT calculation (ωB97M-V/def2-TZVPD) of C6H9N in the gas phase.

XYZ file:
```
16
Properties=species:S:1:pos:R:3
C -2.5625 -0.5151 0.0776
C -1.1453 -0.0395 -0.0598
C -0.7277 1.2618 -0.1807
N 0.6447 1.2672 -0.1621
C 1.1288 -0.0065 -0.0360
C 2.5879 -0.2984 0.1055
C 0.0355 -0.8350 0.0176
H -2.9619 -0.2780 1.0736
H -2.6292 -1.6005 -0.0597
H -3.2319 -0.0507 -0.6551
H -1.2934 2.1796 -0.2769
H 1.2178 2.0919 -0.2100
H 2.9411 -0.1131 1.1264
H 2.7830 -1.3491 -0.1191
H 3.1987 0.3050 -0.5740
H 0.0743 -1.9111 0.1057
```

Values from the calculation:
SMILES: Cc1c[nH]c(C)c1
Orbital gap (eV): 8.85
Lowest unoccupied orbital energy (eV): 1.1
ΔE to the lowest compared entry with this formula, charge and spin (kJ/mol): 9.0

***

The following is a DFT calculation (ωB97M-V/def2-TZVPD) of C3H7NO in the gas phase.

XYZ file:
```
12
Properties=species:S:1:pos:R:3
C -1.7363 -0.4513 0.6881
C -0.6491 -0.7654 -0.3366
C 0.5523 0.1668 -0.3210
N 1.0422 0.4793 0.9162
O 1.0787 0.5546 -1.3404
H -1.3935 -0.5935 1.7120
H -2.5812 -1.1224 0.5366
H -2.1072 0.5617 0.5497
H -0.2446 -1.7668 -0.1699
H -1.0251 -0.7447 -1.3579
H 0.4876 0.4001 1.7506
H 1.9782 0.8360 1.0037
```

Values from the calculation:
SMILES: CCC(N)=O
Orbital gap (eV): 10.60
Lowest unoccupied orbital energy (eV): 0.9
ΔE to the lowest compared entry with this formula, charge and spin (kJ/mol): 11.6

***

The following is a DFT calculation (ωB97M-V/def2-TZVPD) of C14H28ClIMoNOP2 as an isolated structure.

XYZ file:
```
49
Properties=species:S:1:pos:R:3
C 4.3699 -0.0798 -3.9187
C 2.9868 -0.4819 -3.6036
H 4.7060 -0.4143 -4.9196
H 5.0430 -0.4997 -3.1450
H 4.4359 1.0246 -3.8584
O 2.0923 -1.0685 -4.0791
I 2.8276 0.5988 -1.1997
Mo 0.4123 0.1390 -0.1808
P -0.3554 2.2331 -1.2665
C -2.0874 2.3784 -1.8704
C -0.3264 3.6014 -0.0394
H -0.5431 4.5527 -0.5474
H -0.1338 3.9229 -2.9507
H 0.6553 3.6388 0.4441
H 1.4778 3.3537 -2.4379
H -2.8086 2.2411 -1.0645
H -1.0693 3.4080 0.7383
C 0.4652 3.0449 -2.6916
H -2.1931 3.3829 -2.2858
H 0.5063 2.3608 -3.5464
H -2.2653 1.6309 -2.6534
P 1.3830 -2.0639 0.7160
C 0.3219 -3.5672 0.8157
C 2.9118 -2.8842 0.1038
H 2.4077 -0.9851 2.6468
H 2.3340 -2.7765 2.8503
H 0.8626 -1.7506 3.0643
C 1.7934 -1.8801 2.5006
H 3.7874 -2.2506 0.2500
H 3.0582 -3.8230 0.6620
H 0.9291 -4.4062 1.1927
H -0.0497 -3.8200 -0.1865
H 2.8103 -3.1203 -0.9617
H -0.5218 -3.4043 1.4953
Cl 0.9750 1.2593 1.8061
N -1.6329 -0.6651 0.0827
C -2.4226 -0.3645 1.2844
C -3.0047 0.8839 1.4724
C -3.7909 1.1037 2.6110
C -3.9423 0.0936 3.5673
C -3.2623 -1.1158 3.4220
C -2.5172 -1.3519 2.2651
H -2.0420 -0.2614 -0.7750
H -1.6431 -1.6776 -0.0600
H -2.8253 1.6731 0.7386
H -4.2755 2.0740 2.7246
H -4.5334 0.2992 4.4579
H -3.3086 -1.8832 4.1966
H -1.9979 -2.3027 2.1335
```

Values from the calculation:
Orbital gap (alpha / beta) (eV): 4.54 / 6.06
Lowest unoccupied orbital energy (alpha / beta) (eV): -13.2 / -12.0
Total charge: +3
2S+1: 3

***

The following is a DFT calculation (ωB97M-V/def2-TZVPD) of C24H39N12OSW as an isolated structure.

XYZ file:
```
78
Properties=species:S:1:pos:R:3
W -0.3131 0.5961 -0.3711
N -2.7820 -1.7804 -3.2066
C -2.0272 -1.3438 -2.1946
S -2.3981 0.2457 -1.4977
N -1.0772 -2.0640 -1.6801
N -0.4531 -1.3475 -0.6415
C -0.9335 -1.7935 0.6388
C 0.5189 -0.5474 2.2238
C 0.5954 -0.8281 3.5735
C 1.8692 -0.8411 4.1324
C 2.9715 -0.5862 3.3285
C 2.7714 -0.3034 1.9861
N 1.5525 -0.2798 1.4435
H -3.4942 -1.2068 -3.6218
H -2.6164 -2.7002 -3.5831
H -2.0163 -1.9536 0.5744
H -0.2827 -1.0189 4.1743
H 2.0015 -1.0486 5.1859
H 3.9727 -0.5986 3.7355
H 3.6012 -0.0859 1.3251
C -2.1178 -3.3813 2.9374
N -0.9340 -3.7374 2.1759
C -0.1687 -4.9502 2.5176
C 0.9456 -4.9497 1.4656
N 0.7594 -3.6555 0.7751
C 1.6192 -3.3275 -0.3672
C -0.3317 -3.0672 1.2072
N -0.7112 -0.5348 1.4487
C -1.9210 0.1134 2.0472
C -1.7765 1.6316 2.0049
N -1.3667 2.0664 0.6570
C -1.6445 3.2494 0.1112
N -2.3056 4.2783 0.6557
C -2.7009 4.5055 2.0429
C -2.3996 5.4135 -0.2688
C -1.8358 4.8513 -1.5673
N -1.2163 3.5878 -1.1415
C -0.7008 2.8038 -2.2449
H -2.7012 -4.2845 3.1095
H -2.7427 -2.6850 2.3839
H -1.8451 -2.9586 3.9058
H -0.8204 -5.8196 2.4478
H 0.2085 -4.8728 3.5379
H 0.8495 -5.7568 0.7395
H 1.9431 -4.9820 1.9001
H 2.5266 -3.9152 -0.2535
H 1.8684 -2.2726 -0.3557
H 1.1198 -3.5865 -1.2990
H -2.0816 -0.2273 3.0701
H -2.7633 -0.1959 1.4292
H -1.0383 1.9576 2.7447
H -2.7404 2.0448 2.2948
H -1.9664 4.1108 2.7385
H -3.6906 4.1014 2.2514
H -2.7390 5.5822 2.1954
H -1.8100 6.2452 0.1207
H -3.4341 5.7380 -0.3674
H -1.0897 5.5038 -2.0189
H -2.6161 4.6517 -2.3050
H -1.4830 2.4710 -2.9275
H -0.0863 1.8954 -2.0243
H 0.0493 3.3992 -2.7713
N 1.3554 2.0151 -0.1873
C 2.2684 2.7292 -0.0646
N 3.2838 3.5031 0.0602
C 4.5933 3.1397 -0.5556
C 5.0927 4.3337 -1.3523
O 5.1276 5.4801 -0.5332
C 3.8385 5.8684 -0.1197
C 3.2341 4.8021 0.7789
H 4.4469 2.2603 -1.1811
H 5.2827 2.9042 0.2566
H 4.4521 4.5061 -2.2265
H 6.1083 4.1505 -1.6986
H 3.1953 6.0480 -0.9911
H 3.9429 6.8010 0.4321
H 2.1975 5.0160 1.0351
H 3.8164 4.6938 1.6949
```

Values from the calculation:
Orbital gap (alpha / beta) (eV): 7.74 / 7.58
Lowest unoccupied orbital energy (alpha / beta) (eV): -8.1 / -8.8
Total charge: +3
ΔE to the lowest compared entry with this formula, charge and spin (kJ/mol): 316.6
2S+1: 3